Record 1
12
Properties=species:S:1:pos:R:3:forces:R:3:mulliken_charge:R:1 method="wB97M-V/def2-TZVPD" charge=-1 lumo_energy_ha=0.146 e_above_lowest_kj_mol=187.4 energy_ha=-646.09437 orbital_gap_ev=6.59 largest_force_ev_per_a=4.9
C -0.7335 0.1970 -0.2727 -4.657 -0.351 -1.541 -0.15
C -0.6409 -0.8677 0.8149 -0.202 -1.155 1.541 -0.86
S 0.3081 -2.3396 0.2526 0.346 -0.003 0.380 -0.65
C 0.2988 1.2142 -0.4428 -1.123 2.528 1.137 0.26
N 1.5054 0.5511 -0.4779 3.025 1.345 0.429 -0.47
O 0.0799 2.4592 -0.4056 1.136 -3.581 -0.732 -0.57
H -1.7430 0.7324 -0.1822 1.089 -0.564 -0.120 0.24
H -0.7854 -0.4262 -1.2607 0.165 1.142 1.485 0.21
H -1.6422 -1.3518 1.1091 1.048 1.416 -0.757 0.22
H -0.2783 -0.4156 1.7992 -0.117 -0.443 -1.121 0.26
H 1.9233 0.1993 -1.3314 -0.382 0.025 0.558 0.24
H 1.7078 0.0476 0.3973 -0.327 -0.358 -1.258 0.27

***

Record 2
24
Properties=species:S:1:pos:R:3:forces:R:3:mulliken_charge:R:1 method="wB97M-V/def2-TZVPD" lumo_energy_ha=-0.007 e_above_lowest_kj_mol=94.2 energy_ha=-791.39966 orbital_gap_ev=9.54 largest_force_ev_per_a=4.7
C 0.9620 1.2249 1.1545 -0.230 0.553 2.444 0.59
C 1.3896 0.4875 2.4355 -1.679 2.148 0.596 -1.11
C -1.5835 0.3337 -1.8113 -1.042 1.572 2.160 -1.27
C -0.9555 1.2043 -0.7447 4.229 -0.494 1.913 -0.77
C 0.1416 0.4144 0.1558 -2.506 -0.704 0.084 0.17
N -0.9280 -1.7570 0.3244 -1.048 -2.342 -1.742 -0.44
N 1.3832 -0.0400 -1.6784 -0.367 1.685 -2.524 -0.73
N -0.8853 -0.7682 1.0510 1.248 2.004 -0.999 0.98
N 1.1548 -0.3923 -0.5202 -0.196 -0.621 0.182 1.39
O 1.1616 2.4002 0.9911 -0.049 -0.210 -0.723 -0.51
O -1.4951 -0.4029 2.0422 -0.181 -0.045 0.102 -0.66
O 1.7403 -1.2638 0.0980 0.838 -1.142 0.999 -0.70
O -1.9283 -2.7397 0.6522 0.340 1.236 0.724 -0.44
O 2.3600 -0.7794 -2.2461 -0.170 -1.990 2.602 -0.39
H 1.0838 -0.5160 2.2593 0.848 -1.012 0.657 0.41
H 2.3962 0.7762 2.7596 -0.070 -0.679 -0.488 0.35
H 0.7203 0.9101 3.2846 0.793 -0.637 -1.485 0.26
H -0.8846 0.1986 -2.5607 1.394 -1.526 -1.248 0.35
H -2.2234 1.0309 -2.2750 -1.614 0.516 -0.645 0.50
H -2.1586 -0.4813 -1.3242 0.669 0.306 -0.972 0.28
H -1.5559 1.5153 0.0618 -1.600 0.338 0.729 0.56
H -0.3658 2.1552 -0.9466 -0.862 -1.179 -0.786 0.43
H -2.1945 -3.1917 -0.1773 0.916 0.715 0.340 0.36
H 2.6649 -0.3192 -2.9854 0.336 1.508 -1.922 0.38